# 1
26
Properties=species:S:1:pos:R:3 method="wB97M-V/def2-TZVPD" molar_mass_da=155.22 orbital_gap_ha=0.29665 charge=+1 max_force_ev_per_a=5.15 e_lumo_ha=-0.1720
C 0.5564 2.7879 1.0320
C 1.2926 1.6715 1.0002
C 0.8734 0.5664 0.2809
C 2.4113 1.5819 2.0291
C -3.1655 -1.4672 -0.8979
C 2.0582 -2.3801 -1.2386
C -1.0314 0.7345 -0.9360
C -2.4922 -0.7209 0.3293
N 1.1932 -1.7336 -0.2468
N 1.2197 -0.5724 0.0685
O -1.9867 0.6260 -0.1395
H 0.9034 3.7853 1.3130
H -0.2188 2.9487 0.2749
H 3.1481 1.0415 1.6012
H 2.0384 1.1919 2.8827
H 2.6839 2.5441 2.2963
H -2.5004 -1.1151 -1.8479
H -2.8881 -2.5603 -0.8192
H -4.1969 -1.3989 -1.1237
H 3.1130 -2.0483 -0.9887
H 1.6714 -1.9040 -2.2174
H 1.8480 -3.4302 -1.2799
H -0.8199 1.7605 -1.4284
H -0.8237 -0.0835 -1.6276
H -1.6905 -1.2806 0.5366
H -3.1971 -0.5452 1.1471

# 2
26
Properties=species:S:1:pos:R:3 method="wB97M-V/def2-TZVPD" molar_mass_da=155.22 orbital_gap_ha=0.33157 charge=+1 max_force_ev_per_a=4.63 e_lumo_ha=-0.1491
C 2.6758 0.6381 -0.2262
C 1.6803 -0.4698 -0.2500
C 1.0912 -1.1795 0.7653
C 0.2660 -2.3037 0.3254
C -0.8687 -1.8944 -0.3091
C -1.4088 -0.4531 -0.3363
N -1.7107 -0.1592 -1.6359
O -2.4527 -0.5248 0.6109
C -0.3861 0.6910 0.2476
C -0.6305 1.2675 1.6414
N -0.0291 1.5337 -0.7119
H 3.0409 0.7448 0.7676
H 2.4003 1.5058 -0.6906
H 3.5266 0.2796 -0.8299
H 1.4139 -0.9776 -1.2575
H 1.4406 -1.0695 1.7616
H 0.4598 -3.3225 0.3670
H -1.5122 -2.5154 -0.9493
H -2.2848 -0.8255 -2.0722
H -1.8365 0.7674 -2.0977
H -2.9124 0.3977 0.6318
H -1.6450 1.9597 1.6122
H 0.0405 2.0079 2.1568
H -0.9090 0.5586 2.3486
H 0.0747 1.0816 -1.6189
H 0.4760 2.2615 -0.2507

# 3
28
Properties=species:S:1:pos:R:3 method="wB97M-V/def2-TZVPD" molar_mass_da=203.29 orbital_gap_ha=0.17674 charge=-1 max_force_ev_per_a=4.35 e_lumo_ha=0.1058
C -2.9443 -0.3780 0.3495
C -1.9705 1.6388 1.3633
C 0.3219 2.5403 -0.3838
C 0.2080 -2.7998 0.1537
C 0.8330 -1.0438 -1.6905
C 2.4362 -1.6802 0.0302
C -0.8668 3.3111 0.2324
C 0.9576 -1.4401 -0.2388
N -2.6645 0.4949 1.1511
N 0.3956 -0.4132 0.5782
O -1.5713 2.0129 2.4323
O -1.9864 2.4597 0.2167
S -3.6077 -1.6416 -0.3307
H -0.0008 2.1447 -1.3675
H 1.1874 3.0840 -0.3820
H 0.3002 1.6290 0.2079
H 0.8831 -3.5700 0.3083
H -0.4062 -2.5673 1.0575
H -0.5803 -2.9143 -0.5044
H 0.2731 -1.8963 -2.2027
H 1.7598 -0.8639 -2.1631
H 0.2609 -0.0596 -1.7377
H 2.8382 -2.3955 -0.6338
H 3.0288 -0.7610 -0.0247
H 2.4741 -1.9967 1.0535
H -1.2235 4.2984 -0.3316
H -0.5913 3.6076 1.3627
H 0.2559 -0.8000 1.4940

# 4
29
Properties=species:S:1:pos:R:3 method="wB97M-V/def2-TZVPD" molar_mass_da=203.22 smiles="CC(C)NN(C(=O)OC(=O)[O-])C(C)C" orbital_gap_ha=0.30035 charge=-1 max_force_ev_per_a=5.04 e_lumo_ha=0.1204
C 1.2782 -1.3317 2.4586
C 0.1830 -0.6311 1.5006
C -1.0708 -1.4377 1.6721
N 0.6680 -0.5992 0.0853
N -0.0255 0.3469 -0.7038
C -0.9796 -0.1241 -1.7029
O -1.2814 0.6987 -2.5707
O -1.2547 -1.3468 -1.4665
C -2.6370 -1.9442 -2.1738
O -2.4378 -2.4499 -3.2546
O -3.4765 -1.8808 -1.3004
C 0.5755 1.5998 -1.1228
C 2.1962 1.5990 -0.9635
C 0.0239 2.6992 -0.2374
H 0.8903 -1.1861 3.4811
H 1.2814 -2.5053 2.2758
H 2.3067 -1.0568 2.2484
H -0.0422 0.3132 1.7793
H -1.0228 -2.4776 1.2934
H -1.9085 -0.8799 1.1618
H -1.2607 -1.4106 2.8268
H 0.2920 -1.4569 -0.3445
H 0.2877 1.7227 -2.1002
H 2.4068 1.1679 -0.0455
H 2.7660 1.0447 -1.6520
H 2.6146 2.5760 -0.9474
H -0.5849 2.2941 0.5851
H -0.6324 3.3956 -0.9049
H 0.8446 3.2609 0.1225